Entry 1:
Formula: C23H22AuN11OS
Source: the Open Molecules 2025 dataset
Level of theory: wB97M-V/def2-TZVPD

Geometry (Å):
Au 0.167 -0.196 -0.588
S -1.432 2.490 0.012
O -1.952 1.561 1.006
N -1.620 -1.485 -0.035
N 0.226 0.231 -4.772
N 0.194 -0.255 -2.703
N -0.347 -1.275 -3.405
N 2.301 0.522 -0.004
N -0.352 1.958 -0.906
N 0.660 -1.226 8.496
N -3.767 -2.852 0.947
N -0.329 -0.987 -4.644
N 0.390 -0.605 1.483
N 4.672 1.419 1.016
C 1.633 -0.488 6.450
C -1.167 2.859 -5.343
C 3.733 0.933 1.812
C 0.542 -0.956 5.722
C 3.233 1.010 -0.809
C -0.629 -1.177 2.135
C 1.648 -0.644 7.829
C 0.298 0.914 -6.068
C 1.520 -0.225 3.523
C -0.386 -1.676 7.815
C 4.443 1.455 -0.288
C -0.606 -1.297 3.510
C -1.726 -1.687 1.286
C 2.519 0.462 1.315
C -2.546 -1.946 -0.861
C -0.960 1.750 -6.372
C -0.488 -1.565 6.435
C 1.449 -0.130 2.148
C 0.528 0.689 -3.565
C 0.482 -0.822 4.248
C -2.832 -2.384 1.762
C -2.204 0.880 -6.523
C -3.635 -2.650 -0.354
H -0.743 2.216 -7.337
H 0.966 1.644 -3.330
H 3.967 0.923 2.869
H -1.997 3.494 -5.649
H 2.384 0.170 4.031
H 1.180 1.551 -6.050
H -4.402 -3.053 -1.003
H -1.173 -2.146 8.393
H -2.476 0.398 -5.582
H -3.050 1.494 -6.833
H 2.483 -0.008 5.986
H -2.412 -1.767 -1.920
H -1.420 2.453 -4.358
H -2.979 -2.577 2.816
H 3.019 1.041 -1.868
H -1.371 -1.964 5.957
H 5.229 1.841 -0.924
H -0.281 3.492 -5.246
H -1.444 -1.757 4.008
H -2.059 0.101 -7.272
H 0.432 0.141 -6.820
H 2.485 -0.290 8.418

Relative energy (zero: lowest compared OMol25 entry of this formula, charge and spin) ... 21.9 kJ/mol
Strongest force on any atom ... 1.49 eV/Å
HOMO energy (alpha / beta) ... -0.526 / -0.526 Ha
Net charge ... +2
<S²> ... 2.019
2S+1 ... 3
E ... -2100.42937 hartree

Taken from the Löwdin analysis, the atomic charges in e are: number 1, Au, carries 1.155; number 2, S, carries 0.867; number 3, O, carries -0.503; number 4, N, carries 0.026; number 5, N, carries -0.063; number 6, N, carries -0.130; number 7, N, carries 0.015; number 8, N, carries 0.033; number 9, N, carries -0.394; number 10, N, carries 0.095; number 11, N, carries 0.135; number 12, N, carries 0.116; number 13, N, carries 0.021; number 14, N, carries 0.133; number 15, C, carries 0.003; number 16, C, carries -0.070; number 17, C, carries -0.021; number 18, C, carries -0.159; number 19, C, carries -0.068; number 20, C, carries -0.178; number 21, C, carries -0.100; number 22, C, carries -0.081; number 23, C, carries 0.085; number 24, C, carries -0.099; number 25, C, carries -0.055; number 26, C, carries 0.088; number 27, C, carries -0.178; number 28, C, carries -0.165; number 29, C, carries -0.059; number 30, C, carries -0.400; number 31, C, carries 0.004; number 32, C, carries -0.168; number 33, C, carries -0.128; number 34, C, carries -0.072; number 35, C, carries -0.018; number 36, C, carries -0.066; number 37, C, carries -0.050; number 38, H, carries 0.147; number 39, H, carries 0.134; number 40, H, carries 0.129; number 41, H, carries 0.092; number 42, H, carries 0.107; number 43, H, carries 0.136; number 44, H, carries 0.131; number 45, H, carries 0.122; number 46, H, carries 0.069; number 47, H, carries 0.090; number 48, H, carries 0.105; number 49, H, carries 0.101; number 50, H, carries 0.066; number 51, H, carries 0.130; number 52, H, carries 0.108; number 53, H, carries 0.106; number 54, H, carries 0.131; number 55, H, carries 0.085; number 56, H, carries 0.109; number 57, H, carries 0.089; number 58, H, carries 0.139; number 59, H, carries 0.121

Entry 2:
Formula: C23H22Br4InN5O4S2
Source: the Open Molecules 2025 dataset
Level of theory: wB97M-V/def2-TZVPD

Geometry (Å):
In 0.689 -0.322 0.845
Br -1.866 3.920 2.736
Br 1.875 -0.454 5.881
Br 0.396 1.982 7.635
Br -1.497 4.188 6.039
S -1.449 -1.614 1.358
S 2.852 -3.116 1.698
O 1.200 -0.222 2.967
O -0.351 1.507 1.680
O 2.397 -4.507 1.937
O -1.793 1.996 -1.257
N -0.780 -4.192 1.552
N 0.021 0.182 -2.598
N -0.238 -2.124 -1.185
N 1.991 -2.166 1.009
N -0.403 -3.301 -0.510
C 0.769 0.832 5.037
C 0.142 1.863 5.758
C -0.813 -3.109 0.711
C 0.622 0.696 3.659
C -0.657 4.024 -0.818
C 0.146 1.300 -3.290
C -0.190 -0.956 -3.256
C 3.325 2.985 -0.414
C -3.523 1.131 0.267
C 0.062 1.352 -4.677
C 2.102 0.888 -0.244
C 4.068 2.494 -1.475
C -0.301 -1.007 -4.648
C -0.226 1.649 2.958
C -2.007 3.366 -1.004
C 2.874 0.413 -1.304
C -2.934 1.173 -1.134
C -0.343 -2.175 -2.453
C 3.841 1.196 -1.917
C -0.817 2.661 3.701
C -0.646 2.777 5.095
C 2.358 2.187 0.190
C -0.169 0.169 -5.365
H -0.857 -3.919 2.519
H 2.720 -0.598 -1.665
H -0.485 -1.952 -5.143
H -3.698 1.475 -1.872
H 4.822 3.112 -1.951
H 0.322 2.195 -2.702
H -0.087 3.449 -0.092
H -4.064 2.042 0.528
H 3.495 3.993 -0.050
H -0.779 5.038 -0.431
H -4.219 0.293 0.342
H 0.174 2.295 -5.194
H 4.422 0.794 -2.740
H -0.246 0.163 -6.446
H -2.725 0.988 0.996
H -2.581 0.176 -1.405
H -2.567 3.819 -1.842
H -2.600 3.501 -0.096
H -0.097 4.072 -1.754
H 0.035 -4.778 1.374
H -0.566 -3.119 -2.957
H 1.780 2.590 1.014

Relative energy (zero: lowest compared OMol25 entry of this formula, charge and spin) ... 0.0 kJ/mol
Strongest force on any atom ... 0.47 eV/Å
HOMO energy ... -0.063 Ha
Net charge ... -2
E ... -12747.03819 hartree

Taken from the Löwdin analysis, the atomic charges in e are: number 1, In, carries 0.600; number 2, Br, carries 0.739; number 3, Br, carries 0.704; number 4, Br, carries 0.622; number 5, Br, carries 0.619; number 6, S, carries 0.660; number 7, S, carries 0.666; number 8, O, carries -0.191; number 9, O, carries -0.206; number 10, O, carries -0.630; number 11, O, carries -0.189; number 12, N, carries 0.060; number 13, N, carries 0.137; number 14, N, carries -0.045; number 15, N, carries -0.437; number 16, N, carries -0.023; number 17, C, carries -0.645; number 18, C, carries -0.778; number 19, C, carries -0.892; number 20, C, carries -0.427; number 21, C, carries -0.081; number 22, C, carries -0.121; number 23, C, carries -0.267; number 24, C, carries -0.111; number 25, C, carries -0.098; number 26, C, carries -0.069; number 27, C, carries -0.214; number 28, C, carries -0.132; number 29, C, carries -0.046; number 30, C, carries -0.430; number 31, C, carries -0.292; number 32, C, carries -0.150; number 33, C, carries -0.267; number 34, C, carries -0.109; number 35, C, carries -0.120; number 36, C, carries -0.624; number 37, C, carries -0.778; number 38, C, carries -0.128; number 39, C, carries -0.098; number 40, H, carries 0.064; number 41, H, carries 0.089; number 42, H, carries 0.098; number 43, H, carries 0.111; number 44, H, carries 0.082; number 45, H, carries 0.097; number 46, H, carries 0.052; number 47, H, carries 0.059; number 48, H, carries 0.090; number 49, H, carries 0.070; number 50, H, carries 0.071; number 51, H, carries 0.091; number 52, H, carries 0.086; number 53, H, carries 0.092; number 54, H, carries 0.038; number 55, H, carries 0.103; number 56, H, carries 0.115; number 57, H, carries 0.064; number 58, H, carries 0.061; number 59, H, carries 0.064; number 60, H, carries 0.109; number 61, H, carries 0.088

Entry 3:
Formula: C23H22BrN2O2S2Zn
Source: the Open Molecules 2025 dataset
Level of theory: wB97M-V/def2-TZVPD

Geometry (Å):
Br -0.466 2.324 -4.129
Zn 1.089 -0.521 -0.065
S -0.658 -1.845 0.620
S 2.947 0.151 1.157
O 0.639 0.818 -1.739
O 1.785 -1.093 -1.907
N 0.490 0.498 3.009
N -1.696 1.183 0.822
C 1.287 -0.035 -2.434
C -2.844 -1.897 -1.006
C 0.937 1.231 -4.702
C 2.606 -0.795 2.626
C 0.917 1.898 3.249
C -1.986 -1.085 -0.156
C 1.228 1.215 -6.085
C -1.814 1.346 2.280
C 3.373 -1.883 3.070
C -0.974 0.353 3.107
C 0.937 -1.549 4.325
C -2.456 0.262 0.091
C -3.761 0.628 -0.342
C 2.152 0.301 -6.601
C -1.483 2.471 0.082
C 3.017 -2.685 4.202
C 2.696 -0.734 -5.815
C -4.576 -0.214 -1.126
C 1.799 -2.450 4.835
C -4.047 -1.430 -1.551
C 2.394 -0.797 -4.486
C 1.598 0.225 -3.872
C 1.355 -0.586 3.361
H -5.522 0.186 -1.384
H 0.261 2.522 2.624
H -2.531 -2.914 -1.221
H -1.122 3.261 0.827
H 1.903 2.175 2.777
H 3.719 -3.429 4.530
H -2.888 1.312 2.577
H 1.546 -3.110 5.717
H 0.730 1.937 -6.724
H -0.811 2.288 -0.799
H -4.061 1.628 -0.169
H 4.220 -2.066 2.426
H -1.283 -0.693 2.900
H -4.508 -2.029 -2.368
H -1.273 0.544 4.138
H -2.437 2.907 -0.294
H 2.423 0.317 -7.625
H 2.761 -1.634 -3.883
H 0.828 2.244 4.288
H -0.127 -1.641 4.564
H -1.545 2.396 2.580
H 3.234 -1.505 -6.298

Relative energy (zero: lowest compared OMol25 entry of this formula, charge and spin) ... 93.4 kJ/mol
Strongest force on any atom ... 3.32 eV/Å
HOMO energy ... -0.161 Ha
Net charge ... -1
E ... -6299.45738 hartree

Taken from the Löwdin analysis, the atomic charges in e are: number 1, Br, carries 0.810; number 2, Zn, carries 0.385; number 3, S, carries 0.643; number 4, S, carries 0.558; number 5, O, carries -0.117; number 6, O, carries -0.103; number 7, N, carries -0.168; number 8, N, carries -0.164; number 9, C, carries -0.596; number 10, C, carries -0.121; number 11, C, carries -0.604; number 12, C, carries -0.615; number 13, C, carries -0.081; number 14, C, carries -0.607; number 15, C, carries -0.143; number 16, C, carries -0.177; number 17, C, carries -0.124; number 18, C, carries -0.212; number 19, C, carries -0.067; number 20, C, carries -0.272; number 21, C, carries -0.034; number 22, C, carries -0.084; number 23, C, carries -0.054; number 24, C, carries -0.106; number 25, C, carries -0.089; number 26, C, carries -0.110; number 27, C, carries -0.149; number 28, C, carries -0.125; number 29, C, carries -0.018; number 30, C, carries -0.104; number 31, C, carries -0.244; number 32, H, carries 0.073; number 33, H, carries 0.049; number 34, H, carries 0.082; number 35, H, carries 0.091; number 36, H, carries 0.065; number 37, H, carries 0.078; number 38, H, carries 0.122; number 39, H, carries 0.112; number 40, H, carries 0.086; number 41, H, carries 0.062; number 42, H, carries 0.081; number 43, H, carries 0.080; number 44, H, carries 0.073; number 45, H, carries 0.101; number 46, H, carries 0.103; number 47, H, carries 0.064; number 48, H, carries 0.083; number 49, H, carries 0.123; number 50, H, carries 0.080; number 51, H, carries 0.105; number 52, H, carries 0.098; number 53, H, carries 0.086

Entry 4:
Formula: C23H22ClN3O3
Source: the Open Molecules 2025 dataset
Level of theory: wB97M-V/def2-TZVPD

Geometry (Å):
Cl -9.062 1.658 1.385
O -2.589 -0.456 -2.412
O 6.528 -1.524 -0.808
O 4.247 -3.147 0.956
N -3.796 -1.668 -0.936
N 2.894 -0.345 1.802
N 5.157 1.273 -0.012
C 4.327 2.398 0.373
C 3.935 -0.694 1.015
C 5.891 3.066 -1.313
C -8.234 -0.570 0.109
C -5.764 0.512 -0.526
C 4.526 -1.997 0.691
C -7.307 -1.318 -0.595
C 1.904 -1.332 2.188
C -1.518 -1.156 -0.406
C 5.109 3.617 -0.120
C -5.039 -1.593 -1.672
C -0.241 -1.335 -0.929
C -2.667 -1.044 -1.351
C -1.679 -1.032 0.970
C -0.577 -1.089 1.805
C 6.287 1.675 -0.829
C -6.678 1.268 0.183
C -6.067 -0.786 -0.922
C 0.852 -1.415 -0.089
C 0.695 -1.291 1.287
C 4.901 -0.003 0.276
C -7.912 0.720 0.498
C 5.572 -1.258 -0.117
H 4.454 4.443 -0.389
H -4.795 -1.107 -2.622
H -6.441 2.275 0.487
H -9.198 -0.984 0.358
H 5.242 2.991 -2.185
H 1.609 -1.144 3.225
H 6.753 3.678 -1.568
H 2.383 -2.313 2.128
H -4.803 0.933 -0.784
H 5.800 3.956 0.652
H -2.658 -0.855 1.393
H -3.806 -2.141 -0.047
H 2.567 0.611 1.762
H 1.838 -1.578 -0.501
H -7.557 -2.324 -0.898
H 4.170 2.415 1.456
H 6.453 0.957 -1.632
H -0.124 -1.414 -1.999
H -0.709 -0.980 2.872
H 3.351 2.332 -0.124
H 7.194 1.718 -0.214
H -5.414 -2.602 -1.871

Relative energy (zero: lowest compared OMol25 entry of this formula, charge and spin) ... 124.4 kJ/mol
Strongest force on any atom ... 0.83 eV/Å
HOMO energy ... -0.286 Ha
E ... -1739.83812 hartree

Taken from the Löwdin analysis, the atomic charges in e are: number 1, Cl, carries 0.668; number 2, O, carries 0.070; number 3, O, carries 0.093; number 4, O, carries 0.081; number 5, N, carries 0.074; number 6, N, carries 0.071; number 7, N, carries -0.057; number 8, C, carries -0.147; number 9, C, carries -0.123; number 10, C, carries -0.160; number 11, C, carries -0.104; number 12, C, carries -0.025; number 13, C, carries -0.297; number 14, C, carries -0.038; number 15, C, carries -0.125; number 16, C, carries -0.139; number 17, C, carries -0.162; number 18, C, carries -0.124; number 19, C, carries 0.001; number 20, C, carries -0.466; number 21, C, carries -0.028; number 22, C, carries -0.031; number 23, C, carries -0.133; number 24, C, carries -0.098; number 25, C, carries -0.210; number 26, C, carries -0.007; number 27, C, carries -0.197; number 28, C, carries -0.079; number 29, C, carries -0.679; number 30, C, carries -0.276; number 31, H, carries 0.111; number 32, H, carries 0.130; number 33, H, carries 0.105; number 34, H, carries 0.104; number 35, H, carries 0.117; number 36, H, carries 0.123; number 37, H, carries 0.112; number 38, H, carries 0.125; number 39, H, carries 0.119; number 40, H, carries 0.114; number 41, H, carries 0.112; number 42, H, carries 0.141; number 43, H, carries 0.136; number 44, H, carries 0.116; number 45, H, carries 0.112; number 46, H, carries 0.122; number 47, H, carries 0.126; number 48, H, carries 0.122; number 49, H, carries 0.111; number 50, H, carries 0.128; number 51, H, carries 0.133; number 52, H, carries 0.125